Entry 1:
Below is an isolated molecule of C20H23N5O2, with properties calculated with ωB97M-V/def2-TZVPD.

Last columns: bonded neighbours and bond lengths (Å).
Element x y z (Å)
1 H -0.30687 -0.37514 0.68207  C30 1.105
2 H -2.96979 1.51662 -1.17220  C43 1.089
3 H 0.83682 2.91984 -4.11793  C18 1.093
4 N 0.28688 -3.08079 2.73813  C26 1.343, C42 1.317
5 C 2.40274 1.58515 1.11352  H17 1.080, C23 1.385, C50 1.384
6 H 0.40362 4.10366 -2.85210  C18 1.092
7 H 1.29828 -2.22332 0.92124  C14 1.089
8 C -1.33464 0.21771 -1.92695  C22 1.531, N25 1.441, H31 1.098, C43 1.541
9 O 0.69287 0.24859 -3.31291  C22 1.201
10 C -1.00678 -4.06362 4.47224  H13 1.076, C42 1.388, C49 1.388
11 H 0.87590 -0.28813 -0.64777  C30 1.089
12 C 1.58875 3.89292 -0.17799  H16 1.080, C24 1.390, C33 1.383
13 H -1.11909 -4.34680 5.50457  C10 1.076
14 C 0.54895 -2.27239 0.13253  H7 1.089, N15 1.442, C30 1.530, H37 1.094
15 N -0.55929 -3.06730 0.60008  C14 1.442, C26 1.346, C48 1.441
16 H 1.27032 4.79779 -0.67345  C12 1.080
17 H 2.72295 0.68196 1.61208  C5 1.080
18 C 0.79220 3.10073 -3.04092  H3 1.093, H6 1.092, N38 1.450, C44 1.535
19 H 1.05161 4.60897 1.76024  C33 1.080
20 C -1.17329 2.61220 -1.61396  N38 1.381, C43 1.509, O45 1.202
21 H -1.64172 1.27656 -0.03816  C43 1.092
22 C -0.12904 0.82221 -2.65146  C8 1.531, O9 1.201, N38 1.376
23 C 2.52382 1.69275 -0.26170  C5 1.385, C24 1.388, H29 1.082
24 C 2.11085 2.84178 -0.92282  C12 1.390, C23 1.388, C44 1.505
25 N -0.98419 -0.99974 -1.24099  C8 1.441, C28 1.451, C30 1.450
26 C -0.72490 -3.36427 1.90206  N4 1.343, N15 1.346, N47 1.343
27 H 2.63142 2.00613 -2.81498  C44 1.091
28 C -2.11511 -1.74733 -0.72474  N25 1.451, H32 1.092, H46 1.104, C48 1.532
29 H 2.94969 0.87704 -0.82999  C23 1.082
30 C 0.05366 -0.87256 -0.23631  H1 1.105, H11 1.089, C14 1.530, N25 1.450
31 H -2.05352 -0.05812 -2.71027  C8 1.098
32 H -2.88001 -1.81698 -1.50055  C28 1.092
33 C 1.46501 3.78681 1.19523  C12 1.383, H19 1.080, C50 1.385
34 H 0.96558 -3.19182 4.65113  C42 1.084
35 H -2.93295 -4.77780 3.79194  C49 1.084
36 H 2.80582 3.76690 -2.73143  C44 1.092
37 H 0.96827 -2.74791 -0.75910  C14 1.094
38 N -0.16663 2.18371 -2.45608  C18 1.450, C20 1.381, C22 1.376
39 H -2.45148 -3.72841 0.10338  C48 1.089
40 H -1.27614 -3.65967 -1.24584  C48 1.094
41 H 1.76323 2.54620 2.91582  C50 1.080
42 C 0.13496 -3.43258 3.99832  N4 1.317, C10 1.388, H34 1.084
43 C -1.89060 1.38964 -1.09506  H2 1.089, C8 1.541, C20 1.509, H21 1.092
44 C 2.18627 2.92182 -2.42362  C18 1.535, C24 1.505, H27 1.091, H36 1.092
45 O -1.40910 3.76467 -1.36825  C20 1.202
46 H -2.55747 -1.26551 0.16448  C28 1.104
47 N -1.87378 -3.95881 2.26241  C26 1.343, C49 1.317
48 C -1.64233 -3.15453 -0.34674  N15 1.441, C28 1.532, H39 1.089, H40 1.094
49 C -1.99717 -4.29918 3.52882  C10 1.388, H35 1.084, N47 1.317
50 C 1.86544 2.63033 1.84396  C5 1.384, C33 1.385, H41 1.080

Calculated values
DFT total energy: -1200.2476 Eh
gap between HOMO and LUMO: 8.92 eV
strongest force on any atom: 0.0135 Eh/bohr
highest occupied orbital energy: -8.2 eV
ΔE to the lowest compared entry with this formula, charge and spin: 0.0 kcal/mol
LUMO level: 0.75 eV
SMILES string: O=C1C[C@H](N2CCN(c3ncccn3)CC2)C(=O)N1CCc1ccccc1

=====

Entry 2:
Below is an isolated molecule of C20H23NO2, with properties calculated with ωB97M-V/def2-TZVPD.

Last columns: bonded neighbours and bond lengths (Å).
Element x y z (Å)
1 C -4.23948 0.06529 0.27174  C22 1.383, H23 1.080, C34 1.384
2 O 0.89068 -1.95401 -2.09365  C46 1.216
3 H -1.57815 -0.48539 2.57549  C31 1.088
4 C 2.84234 2.53741 -3.12785  C9 1.396, C26 1.380, H44 1.079
5 H -0.63161 -2.55448 -0.48517  C8 1.097
6 C 2.79428 3.49942 0.38480  H13 1.097, O14 1.413, H36 1.099, C39 1.503
7 C 1.88844 1.35853 -1.26133  C9 1.389, C35 1.393, H38 1.079
8 C -0.84093 -1.64602 0.09226  H5 1.097, C24 1.551, N37 1.446, C42 1.510
9 C 2.59113 2.44867 -1.75709  C4 1.396, C7 1.389, O14 1.363
10 H 0.79537 -2.01449 1.41081  C24 1.096
11 H 2.02643 2.15936 2.66427  C30 1.079
12 H -2.22494 0.72893 0.41709  C34 1.080
13 H 3.18922 4.46869 0.71266  C6 1.097
14 O 3.07243 3.47457 -1.00005  C6 1.413, C9 1.363
15 C 1.72342 0.44642 -3.48601  C26 1.385, C35 1.388, H40 1.079
16 C -4.56793 -2.27031 -0.11991  H17 1.080, C22 1.384, C25 1.383
17 H -5.22658 -3.11178 -0.27719  C16 1.080
18 H -2.79419 -3.44579 -0.29806  C25 1.080
19 H -0.43891 -3.31167 3.11760  C45 1.088
20 H -0.23214 0.34671 -0.27065  N37 1.006
21 H -6.16343 -0.85530 0.08743  C22 1.080
22 C -5.09414 -1.00598 0.08264  C1 1.383, C16 1.384, H21 1.080
23 H -4.64065 1.05701 0.42344  C1 1.080
24 C -0.28491 -1.86644 1.52372  C8 1.551, H10 1.096, C31 1.526, C45 1.526
25 C -3.19782 -2.45863 -0.12763  C16 1.383, H18 1.080, C42 1.390
26 C 2.41235 1.54133 -3.98004  C4 1.380, C15 1.385, H27 1.080
27 H 2.62019 1.61656 -5.03672  C26 1.080
28 H -0.07350 -0.85949 3.41442  C31 1.088
29 H 3.50980 1.09618 2.79916  C30 1.076
30 C 2.97919 1.85903 2.25713  H11 1.079, H29 1.076, C39 1.319
31 C -0.51438 -0.66654 2.43879  H3 1.088, C24 1.526, H28 1.088, H43 1.088
32 H -0.70174 -3.98946 1.51175  C45 1.087
33 H 4.42890 2.10006 0.76341  C39 1.081
34 C -2.86848 -0.12619 0.26875  C1 1.384, H12 1.080, C42 1.390
35 C 1.45158 0.35981 -2.12789  C7 1.393, C15 1.388, C46 1.494
36 H 1.70974 3.49396 0.56430  C6 1.099
37 N -0.10003 -0.60109 -0.57943  C8 1.446, H20 1.006, C46 1.354
38 H 1.72648 1.25446 -0.19971  C7 1.079
39 C 3.47204 2.40713 1.16273  C6 1.503, C30 1.319, H33 1.081
40 H 1.39328 -0.34853 -4.13585  C15 1.079
41 H -1.95948 -3.01014 2.27465  C45 1.088
42 C -2.32892 -1.39205 0.07445  C8 1.510, C25 1.390, C34 1.390
43 H -0.05112 0.23190 2.03653  C31 1.088
44 H 3.38702 3.39356 -3.49344  C4 1.079
45 C -0.88563 -3.12424 2.14381  H19 1.088, C24 1.526, H32 1.087, H41 1.088
46 C 0.73480 -0.84696 -1.61617  O2 1.216, C35 1.494, N37 1.354

Calculated values
DFT total energy: -981.1456 Eh
gap between HOMO and LUMO: 9.31 eV
strongest force on any atom: 0.0096 Eh/bohr
highest occupied orbital energy: -8.7 eV
ΔE to the lowest compared entry with this formula, charge and spin: 25.7 kcal/mol
LUMO level: 0.62 eV
SMILES string: C=CCOc1cccc(C(=O)N[C@H](c2ccccc2)C(C)C)c1

=====

Entry 3:
Below is an isolated molecule of C20H23NO4, with properties calculated with ωB97M-V/def2-TZVPD.

Last columns: bonded neighbours and bond lengths (Å).
Element x y z (Å)
1 H 0.80309 -0.95766 0.92442  C35 1.097
2 N -0.13792 -1.01127 -1.39722  C5 1.347, H30 1.010, C32 1.407
3 C -1.07925 -2.03808 -5.33264  C34 1.389, C44 1.382, H45 1.080
4 C 1.97988 -1.10984 -3.30113  C6 1.503, H28 1.087, H31 1.091, H33 1.091
5 C -0.92395 -0.82044 -0.32036  N2 1.347, C35 1.526, O40 1.224
6 C 0.55337 -1.41306 -3.66441  C4 1.503, C32 1.401, C44 1.387
7 H -3.82530 -1.64927 -5.61086  C19 1.089
8 H -4.19040 -2.13725 -3.95047  C19 1.086
9 H -0.14497 -0.70771 3.04234  C39 1.091
10 H -0.27779 2.14545 5.46340  C47 1.093
11 H -1.31040 -1.70812 2.15574  C39 1.094
12 C 1.93779 2.27842 3.96170  C25 1.397, O27 1.356, C43 1.390
13 C 3.61317 1.49370 2.42622  H15 1.080, C25 1.379, C26 1.386
14 C 0.22386 1.10981 0.79296  C16 1.505, H20 1.091, H24 1.094, C35 1.546
15 H 4.64989 1.29856 2.19484  C13 1.080
16 C 1.30084 1.46774 1.78177  C14 1.505, C26 1.387, C43 1.387
17 H -2.85348 -0.17821 0.95933  O48 0.997
18 O -1.95589 0.86782 3.66074  C21 1.204
19 C -3.51311 -2.28836 -4.78631  H7 1.089, H8 1.086, C34 1.497, H46 1.089
20 H -0.66818 1.71278 0.96833  C14 1.091
21 C -1.98653 0.25908 2.62244  O18 1.204, C39 1.530, O48 1.320
22 H 2.90825 0.79589 0.52956  C26 1.081
23 C -1.78661 -1.64021 -3.08749  C32 1.389, C34 1.386, H36 1.077
24 H 0.57578 1.31599 -0.22167  C14 1.094
25 C 3.27526 2.01783 3.65580  C12 1.397, C13 1.379, H37 1.078
26 C 2.63237 1.21020 1.48945  C13 1.386, C16 1.387, H22 1.081
27 O 1.68939 2.77815 5.19769  C12 1.356, C47 1.412
28 H 2.61272 -1.20463 -4.17949  C4 1.087
29 H 1.00629 -1.80474 -5.70980  C44 1.080
30 H 0.85170 -0.86141 -1.25881  N2 1.010
31 H 2.35393 -1.80399 -2.54659  C4 1.091
32 C -0.47777 -1.35734 -2.71779  N2 1.407, C6 1.401, C23 1.389
33 H 2.08537 -0.09090 -2.92501  C4 1.091
34 C -2.10107 -1.98135 -4.39388  C3 1.389, C19 1.497, C23 1.386
35 C -0.13554 -0.38942 0.91333  H1 1.097, C5 1.526, C14 1.546, C39 1.539
36 H -2.56560 -1.59132 -2.34567  C23 1.077
37 H 4.02630 2.23396 4.39868  C25 1.078
38 H -0.07667 3.84255 4.95598  C47 1.094
39 C -0.86984 -0.70924 2.22694  H9 1.091, H11 1.094, C21 1.530, C35 1.539
40 O -2.13970 -0.96210 -0.31212  C5 1.224
41 H 0.38381 3.34695 6.60320  C47 1.089
42 H -0.07845 2.20583 3.22633  C43 1.077
43 C 0.95855 2.01132 3.01151  C12 1.390, C16 1.387, H42 1.077
44 C 0.22350 -1.75718 -4.96662  C3 1.382, C6 1.387, H29 1.080
45 H -1.30449 -2.30276 -6.35509  C3 1.080
46 H -3.59551 -3.32259 -5.11879  C19 1.089
47 C 0.34924 3.03585 5.56049  H10 1.093, O27 1.412, H38 1.094, H41 1.089
48 O -2.99595 0.37055 1.77903  H17 0.997, C21 1.320

Calculated values
DFT total energy: -1131.6928 Eh
gap between HOMO and LUMO: 8.91 eV
strongest force on any atom: 0.0126 Eh/bohr
highest occupied orbital energy: -8.5 eV
ΔE to the lowest compared entry with this formula, charge and spin: 5.9 kcal/mol
LUMO level: 0.43 eV
SMILES string: COc1cccc(C[C@@H](CC(=O)O)C(=O)Nc2cc(C)ccc2C)c1

=====

Entry 4:
Below is an isolated molecule of C20H23NO5, with properties calculated with ωB97M-V/def2-TZVPD.

Last columns: bonded neighbours and bond lengths (Å).
Element x y z (Å)
1 C -0.45794 1.04323 2.32799  O5 1.203, O37 1.343, C48 1.496
2 C -0.28745 -0.63717 -1.81350  C6 1.532, H22 1.091, H24 1.093, C38 1.529
3 N 1.23717 0.49029 -0.26120  C7 1.340, H13 1.011, C38 1.444
4 C -0.87504 0.42549 -4.75798  H10 1.081, C28 1.383, C36 1.389
5 O -1.29133 1.50775 1.59514  C1 1.203
6 C -0.39067 -1.41805 -3.12772  C2 1.532, H19 1.093, C36 1.503, H40 1.093
7 C 1.34243 1.82008 -0.13136  N3 1.340, O46 1.212, C47 1.537
8 H -0.16604 -3.33353 3.74385  C12 1.077
9 H 0.96704 1.68925 -7.29082  C35 1.080
10 H -1.82925 0.56284 -4.26955  C4 1.081
11 H -2.01247 3.41815 5.01112  C44 1.090
12 C -0.49958 -2.33367 3.96442  H8 1.077, C42 1.384, C49 1.388
13 H 0.99551 -0.06522 0.54848  N3 1.011
14 H -1.36700 -2.90116 5.83061  C49 1.079
15 H 2.51158 -0.06868 -6.50705  C26 1.080
16 H -2.24992 2.65950 3.41675  C44 1.093
17 H 1.32955 -2.57938 0.55294  C32 1.089
18 H -2.14594 -0.61504 6.37102  C27 1.077
19 H 0.26179 -2.29306 -3.08001  C6 1.093
20 H -1.20626 2.00035 -6.16380  C28 1.080
21 O 0.37245 -1.42882 1.88556  C32 1.411, C42 1.368
22 H -0.94423 0.23333 -1.84725  C2 1.091
23 O -1.84947 1.43118 5.04556  C33 1.351, C44 1.408
24 H -0.61570 -1.27212 -0.98637  C2 1.093
25 H 1.88891 -1.49961 -4.60908  C30 1.081
26 C 1.55876 0.07312 -6.01787  H15 1.080, C30 1.384, C35 1.384
27 C -1.61952 -0.82281 5.45416  H18 1.077, C33 1.402, C49 1.372
28 C -0.52577 1.23310 -5.82450  C4 1.383, H20 1.080, C35 1.385
29 H 0.50623 3.16143 1.29956  C47 1.096
30 C 1.20738 -0.73180 -4.94837  H25 1.081, C26 1.384, C36 1.388
31 H 1.83504 -1.00769 -1.56970  C38 1.096
32 C 0.85058 -2.70580 1.52263  H17 1.089, O21 1.411, H34 1.094, H45 1.094
33 C -1.39224 0.24882 4.57964  O23 1.351, C27 1.402, C48 1.396
34 H 0.03230 -3.42582 1.43049  C32 1.094
35 C 0.69322 1.05896 -6.45769  H9 1.080, C26 1.384, C28 1.385
36 C -0.01219 -0.56559 -4.30663  C4 1.389, C6 1.503, C30 1.388
37 O 0.84472 1.36496 2.27514  C1 1.343, C47 1.421
38 C 1.14058 -0.16036 -1.54661  C2 1.529, N3 1.444, H31 1.096, H43 1.092
39 H -0.60784 2.80551 4.10781  C44 1.094
40 H -1.41904 -1.76781 -3.24514  C6 1.093
41 H 2.20196 2.71126 1.63088  C47 1.092
42 C -0.26665 -1.28918 3.08750  C12 1.384, O21 1.368, C48 1.408
43 H 1.44497 0.56767 -2.30156  C38 1.092
44 C -1.66368 2.63499 4.33836  H11 1.090, H16 1.093, O23 1.408, H39 1.094
45 H 1.58641 -3.07517 2.24233  C32 1.094
46 O 1.55486 2.59363 -1.03951  C7 1.212
47 C 1.22735 2.33647 1.31133  C7 1.537, H29 1.096, O37 1.421, H41 1.092
48 C -0.71339 0.01310 3.38285  C1 1.496, C33 1.396, C42 1.408
49 C -1.18217 -2.08691 5.14715  C12 1.388, H14 1.079, C27 1.372

Calculated values
DFT total energy: -1206.8831 Eh
gap between HOMO and LUMO: 9.33 eV
strongest force on any atom: 0.0143 Eh/bohr
highest occupied orbital energy: -8.8 eV
ΔE to the lowest compared entry with this formula, charge and spin: 29.5 kcal/mol
LUMO level: 0.56 eV
SMILES string: COc1cccc(OC)c1C(=O)OCC(=O)NCCCc1ccccc1

=====

strongest force on any atom of number 1 (C20H23N5O2)?
0.0135 Eh/bohr

=====

Which value of DFT total energy does entry 2 give?
-981.1456 Eh